[1]
A molecular structure, CH4OSn. Source: the Open Molecules 2025 dataset; level of theory: ωB97M-V with the def2-TZVPD basis set.

Computed properties:
frontier orbital gap: 2.48 eV
total charge: +2
energy relative to the best compared isomer or geometry (same formula, charge and spin): 252.4 kJ/mol
lowest unoccupied orbital energy: -13.705 eV
electronic energy: -8956.7859 eV

```
7
Properties=species:S:1:pos:R:3:forces:R:3:lowdin_charge:R:1
Sn -2.9043 -4.6072 1.1567 0.0 0.1 0.0 1.748
O 0.4780 0.0659 0.6308 0.2 -0.4 0.0 -0.042
C 0.3203 1.0069 -0.4016 -1.0 0.1 -0.1 -0.110
H 0.6778 1.9829 -0.0736 0.3 0.3 0.0 0.111
H 1.3768 -0.2634 0.5578 0.3 -0.2 0.3 0.098
H -0.7569 1.1014 -0.5390 0.0 0.2 -0.2 0.092
H 0.8083 0.7135 -1.3311 0.1 0.0 0.0 0.101
```
Forces are in eV/Å.

[2]
2 unconnected molecules or ions with the total composition C5H3ClS2 at a distorted geometry. Source: the Open Molecules 2025 dataset; level of theory: ωB97M-V with the def2-TZVPD basis set.

Computed properties:
frontier orbital gap: 8.81 eV
energy relative to the best compared isomer or geometry (same formula, charge and spin): 18.7 kJ/mol
lowest unoccupied orbital energy: -0.103 eV
electronic energy: -39423.3703 eV

```
11
Properties=species:S:1:pos:R:3:forces:R:3:lowdin_charge:R:1
Cl 1.5776 -1.5420 -1.3331 -0.2 -0.1 0.6 0.618
S 4.4718 -0.2870 0.9977 -0.8 0.5 -2.4 0.587
S -0.3083 1.5134 0.8140 -0.9 -0.5 1.0 0.974
C 3.9936 0.0448 -0.4676 1.0 -0.3 2.4 -0.568
C -0.2632 0.0300 1.7650 -1.4 3.4 3.6 -0.427
C 0.8452 -0.5158 -0.1164 -0.7 -1.3 -0.3 -0.776
C 0.4120 -0.9313 1.2204 1.5 -2.2 -2.4 -0.214
C 0.3937 0.7055 -0.4891 1.2 -0.7 0.8 -0.485
H 0.6379 1.1335 -1.4198 0.0 0.6 -0.8 0.065
H -0.5361 -0.0072 2.8702 -0.1 0.4 -1.8 0.106
H 0.4836 -1.8829 1.7577 0.5 0.2 -0.8 0.121
```
Forces are in eV/Å.

[3]
C7H9NO3S in the gas phase at a distorted geometry. Source: the Open Molecules 2025 dataset; level of theory: ωB97M-V with the def2-TZVPD basis set.

Computed properties:
frontier orbital gap: 8.41 eV
energy relative to the best compared isomer or geometry (same formula, charge and spin): 209.9 kJ/mol
lowest unoccupied orbital energy: -0.653 eV
electronic energy: -25870.3037 eV

```
21
Properties=species:S:1:pos:R:3:forces:R:3:lowdin_charge:R:1
S 2.6885 -0.4597 -0.0630 -1.0 0.4 0.4 0.422
O 3.5400 0.6984 0.0863 -0.7 -0.2 0.1 -0.317
O 2.4718 -0.9230 -1.4123 0.1 0.1 -0.5 -0.326
O 2.8199 -1.4977 0.9138 0.6 -0.8 0.7 -0.337
N -1.3060 -1.0387 -0.2278 3.6 -1.3 0.2 -0.110
C -1.8006 0.1856 -0.2534 -1.8 2.1 -0.3 -0.041
C -2.1790 -2.1285 -0.6360 0.4 -0.2 -0.2 0.020
C 0.2678 1.1595 0.3565 -0.2 3.6 1.1 -0.252
C 0.8557 -0.0422 0.3014 0.4 -3.7 -2.2 -0.123
C 1.0401 2.4055 0.7720 -1.4 1.8 -2.6 -0.020
C -1.0752 1.3297 0.0953 -1.8 -0.4 -0.4 0.026
C 0.0429 -1.2024 -0.0297 1.1 0.8 2.5 0.057
H -1.4928 2.3800 0.1737 0.2 -1.7 -0.4 0.146
H 1.4414 2.2657 1.7015 1.3 -0.5 2.4 0.055
H -2.8374 0.1091 -0.6328 0.6 1.2 0.6 0.138
H -2.9621 -1.5774 -1.0566 -1.4 0.1 -1.4 0.060
H 1.8422 2.5564 0.0520 0.3 -0.1 0.2 0.083
H 0.5365 -2.2074 0.2338 -1.1 1.4 -1.2 0.175
H -2.6668 -2.6375 0.1659 0.4 -0.5 0.9 0.101
H -1.7162 -2.8105 -1.3557 0.0 0.3 0.3 0.122
H 0.4896 3.4352 0.8151 0.3 -2.2 -0.2 0.120
```
Forces are in eV/Å.

[4]
2 unconnected molecules or ions with the total composition C4H6FIS at a distorted geometry. Source: the Open Molecules 2025 dataset; level of theory: ωB97M-V with the def2-TZVPD basis set.

Computed properties:
frontier orbital gap (spin up / spin down): 7.39 / 8.42 eV
energy relative to the best compared isomer or geometry (same formula, charge and spin): 353.6 kJ/mol
lowest unoccupied orbital energy (spin up / spin down): -0.138 / 0.191 eV
electronic energy: -25893.7260 eV

```
13
Properties=species:S:1:pos:R:3:forces:R:3:lowdin_charge:R:1
I 3.2521 0.4849 -0.1669 0.5 0.5 0.0 0.857
S -1.8772 -0.7618 -1.3888 0.6 1.2 0.9 0.789
F 1.6959 -1.5930 1.0292 0.0 0.0 -0.2 -0.122
C -1.4535 -0.8967 0.4042 2.3 -2.0 0.2 -0.448
C -0.4395 1.6391 -0.0853 1.7 -0.3 0.8 -0.144
C -0.8043 0.2261 -0.3341 -0.5 -2.0 0.4 -0.611
C 1.7857 -0.9162 -0.1301 -1.0 -0.7 -0.7 -0.765
H 1.6942 -1.5647 -1.0296 0.0 0.5 0.8 0.047
H 0.1127 2.0725 -0.9267 0.4 -0.4 0.1 0.065
H -2.2026 -0.8538 1.2246 0.3 0.4 -0.9 0.075
H 0.2208 1.7016 0.8775 -1.3 0.0 -1.8 0.108
H -0.7298 -1.8559 0.5552 -1.8 2.4 -0.1 0.095
H -1.2543 2.3180 -0.0292 -1.2 0.4 0.6 0.055
```
Forces are in eV/Å.

[5]
2 unconnected molecules or ions with the total composition C37H35BO6 at a distorted geometry. Source: the Open Molecules 2025 dataset; level of theory: ωB97M-V with the def2-TZVPD basis set.

Computed properties:
frontier orbital gap: 2.44 eV
energy relative to the best compared isomer or geometry (same formula, charge and spin): 0.0 kJ/mol
lowest unoccupied orbital energy: -3.337 eV
electronic energy: -51893.2955 eV

```
79
Properties=species:S:1:pos:R:3:forces:R:3:lowdin_charge:R:1
O 1.2997 -2.8656 1.4643 -0.1 1.1 0.3 0.083
O -3.2207 6.6218 -2.0313 0.7 -1.5 0.7 0.019
O 1.2939 -3.9783 -1.6396 0.0 -0.6 -0.1 0.053
O -2.6570 -1.8091 -0.6447 -0.3 0.2 -0.7 0.053
O -2.6527 -4.6760 0.4775 0.1 -1.2 0.5 0.055
O 5.8739 5.0188 1.1325 -1.4 -0.7 0.7 0.018
C -2.4748 4.5269 -1.3359 0.7 0.2 0.5 -0.139
C 0.5493 3.3753 0.5306 0.0 0.6 0.1 0.121
C -1.8441 -2.7569 -2.5010 -0.1 0.2 0.6 -0.020
C 0.3419 -2.3306 0.6263 0.4 1.6 -0.1 -0.138
C 6.3769 4.0966 2.1953 0.3 0.3 -0.3 -0.082
C 1.9659 -5.0883 -2.1030 -1.5 -0.4 1.2 -0.355
C 4.0601 3.7265 1.8269 -0.8 0.3 -0.8 -0.134
C 1.8962 3.7998 0.6988 0.4 0.4 -0.1 -0.180
C -1.6820 -3.8382 0.9861 0.1 -1.1 1.4 -0.122
C 0.4630 -0.9657 0.6285 0.2 -0.2 0.2 -0.034
C 4.5467 4.7531 0.9800 0.5 -0.6 -0.2 -0.187
C 0.3062 -5.7743 -0.7440 0.2 0.5 -0.1 -0.018
C -3.6430 4.2262 -2.2056 -0.3 -0.5 -0.2 -0.090
C 1.3959 -6.2137 -1.5749 0.2 0.6 -0.2 -0.041
C -1.7907 -3.8982 2.3659 0.4 0.5 -0.5 -0.036
C 2.7652 3.2442 1.6911 0.6 0.5 0.0 0.071
C 1.9881 -1.8216 2.0384 -1.1 0.5 -1.3 -0.350
C -2.9920 -1.9675 -2.8558 -0.1 0.1 0.7 -0.042
C -2.7927 -4.8518 2.7051 -0.3 -0.6 -0.9 -0.048
C -1.2580 6.4969 -0.5364 -0.7 0.2 -0.4 0.034
C -1.6632 -2.6358 -1.1403 0.1 0.6 -1.7 -0.135
C 2.4435 4.8327 -0.1444 -0.5 0.2 0.5 -0.002
C -4.1315 5.6086 -2.6437 -0.1 0.4 -0.1 -0.082
C -2.3073 5.9301 -1.2944 0.0 0.0 -0.2 -0.180
C 3.0108 -2.1266 3.0242 0.7 -0.1 0.5 -0.038
C -4.2138 -6.4029 1.2458 -1.0 -0.6 0.1 -0.043
C -3.2401 -5.3554 1.5119 0.7 1.5 0.7 -0.361
C 0.2679 -4.3992 -0.8069 0.0 -1.7 -0.2 -0.130
C 3.0574 -4.8850 -3.0447 0.7 0.0 -0.5 -0.045
C -0.4680 4.2102 -0.0040 -0.3 0.4 0.0 -0.187
C -0.3957 5.6450 0.1098 0.7 -0.3 -0.2 -0.014
C -1.6043 3.6712 -0.6823 -0.3 0.6 -0.2 0.082
C 1.5269 -0.6365 1.5331 0.1 -0.5 0.3 -0.055
C -4.5617 -0.5158 -1.4306 -0.8 0.5 0.1 -0.047
C -3.4582 -1.4175 -1.6918 1.6 -1.2 -0.8 -0.363
C 5.1790 3.2880 2.7055 0.1 -0.2 0.5 -0.090
C 3.7226 5.3237 -0.0008 0.3 0.2 0.1 0.033
B -0.6383 -3.2917 -0.1253 -0.9 -0.1 0.8 -0.528
H 1.8992 0.3558 1.7776 0.0 -0.3 0.1 0.064
H 3.4835 -5.8623 -3.2935 0.0 0.2 0.0 0.081
H -3.1312 -5.1812 3.6844 0.2 0.1 -0.2 0.099
H 1.7185 -7.2339 -1.7598 -0.1 0.2 0.0 0.098
H -4.6214 -6.6717 2.2387 0.0 -0.1 -0.6 0.083
H -4.4120 3.6795 -1.6498 0.1 0.0 -0.2 0.133
H -3.4116 -1.8289 -3.8463 0.0 0.0 0.2 0.096
H 6.8353 4.7135 2.9797 -0.2 -0.1 -0.4 0.128
H 2.4027 2.5221 2.4154 -0.1 -0.2 -0.3 0.126
H 3.8544 -4.2661 -2.6144 -0.1 0.0 -0.2 0.080
H 7.1458 3.4553 1.7419 -0.3 0.4 0.0 0.131
H -5.1514 5.8192 -2.2962 0.4 0.1 -0.1 0.130
H -1.2516 -3.3614 -3.1782 0.0 0.1 0.3 0.107
H -5.0364 -6.0228 0.6147 0.2 -0.3 0.1 0.085
H 2.5851 -2.6104 3.9113 0.2 0.0 -0.1 0.086
H 2.6993 -4.4197 -3.9719 0.2 0.0 0.1 0.082
H -1.1519 7.5777 -0.4909 0.0 -0.2 0.2 0.129
H 1.7954 5.2861 -0.8946 0.3 -0.4 0.0 0.121
H 4.9775 3.5210 3.7577 0.0 -0.2 -0.2 0.131
H -0.3382 -6.4336 -0.1666 0.1 0.4 -0.1 0.107
H 0.4095 6.0774 0.7170 -0.5 -0.2 -0.2 0.129
H -5.3183 -0.9752 -0.7886 0.0 0.1 0.1 0.084
H 3.4606 -1.1765 3.3256 0.1 -0.2 0.1 0.073
H -5.0314 -0.2747 -2.3864 -0.1 0.1 0.1 0.080
H -0.1429 -0.2616 0.0662 0.0 -0.3 0.0 0.092
H 3.7923 -2.7681 2.6025 -0.1 0.0 0.2 0.086
H -4.2144 0.4086 -0.9625 -0.1 0.1 0.1 0.064
H 5.3505 2.2128 2.5983 0.0 0.2 0.2 0.133
H -3.3256 3.6293 -3.0678 -0.2 0.0 0.2 0.135
H -1.2349 -3.3274 3.1019 0.2 -0.1 -0.4 0.099
H -3.7885 -7.3196 0.7963 -0.1 0.5 0.0 0.084
H -1.7735 2.6031 -0.7503 0.2 -0.1 0.0 0.139
H 0.2703 2.3662 0.8406 0.1 0.0 -0.1 0.138
H 4.0997 6.1409 -0.6147 -0.1 -0.3 0.0 0.131
H -4.0858 5.7332 -3.7330 0.0 0.2 0.4 0.129
```
Forces are in eV/Å.

[6]
3 unconnected molecules or ions with the total composition C28H61N8O3P3 at a distorted geometry. Source: the Open Molecules 2025 dataset; level of theory: ωB97M-V with the def2-TZVPD basis set.

Computed properties:
frontier orbital gap: 5.87 eV
SMILES string: [H]/N=C/CP(COc1cc(C)ccc1C(C)C)N=C(C)C.CN(C)P(=O)(N(C)C)N(C)C.CN(C)P(=O)(N(C)C)N(C)C
lowest unoccupied orbital energy: -1.140 eV
electronic energy: -75941.1479 eV

```
103
Properties=species:S:1:pos:R:3:forces:R:3:lowdin_charge:R:1
P -5.2436 3.4215 -5.4462 3.2 2.3 6.8 0.755
P 0.9964 2.2869 -0.6170 -0.2 1.9 1.5 0.936
P 5.3383 -3.3886 4.8808 -7.8 -0.6 0.7 0.756
O 4.9090 -2.1851 4.0198 4.2 0.1 -0.6 -0.320
O -1.4061 1.0859 -1.5608 -1.2 0.5 2.0 -0.192
O -6.5025 3.8346 -4.6596 -1.7 -1.6 -3.6 -0.307
N -3.8391 2.9491 -6.4462 -1.5 -0.2 -2.7 -0.298
N 2.5878 -0.1895 -3.0074 1.2 2.0 1.9 0.060
N -4.4857 4.9505 -5.1551 0.9 1.2 -0.1 -0.361
N -4.7284 2.2912 -4.2569 -0.2 -1.0 0.4 -0.308
N 1.0698 0.8607 0.4035 3.1 -0.2 -1.3 -0.153
N 5.9296 -4.7427 5.8866 3.0 0.9 0.1 -0.298
N 4.4541 -4.5252 3.9390 -0.1 -0.5 -1.1 -0.316
N 4.3641 -2.8631 6.2108 -0.6 0.2 1.3 -0.360
C 7.3899 -4.8672 5.7427 0.2 -0.5 -0.3 -0.147
C -3.1629 -0.9539 1.3663 -0.3 3.0 -0.8 -0.024
C -1.5315 -1.9492 -0.4826 -0.3 -0.3 0.2 -0.361
C 2.1978 0.7513 1.0739 -0.5 0.3 0.3 -0.397
C -3.0528 1.8458 0.3502 -0.1 -1.9 0.5 0.026
C -4.8195 2.7498 2.2217 -0.4 -0.9 -1.4 -0.096
C -5.2411 6.0710 -5.7219 0.1 -0.3 -0.3 -0.151
C -4.3065 2.3202 -7.6927 0.1 -0.6 0.0 -0.149
C -0.1643 -1.7176 -1.2656 0.1 -1.5 0.1 -0.114
C -2.7196 3.8314 -6.7660 0.1 0.6 0.1 -0.131
C 5.5861 -4.9369 7.2935 -0.3 0.4 0.4 -0.128
C 2.2885 2.2047 -2.0451 -0.3 -1.6 -1.9 -0.335
C -2.5900 -2.8434 -1.3563 0.7 0.1 0.8 -0.082
C -0.7075 2.3436 -1.5057 0.9 0.0 -1.3 -0.352
C 3.8419 -5.7536 4.4186 0.4 -0.2 0.4 -0.138
C 2.6540 1.8211 2.2130 -0.3 -1.5 -0.9 -0.069
C -3.3540 1.9344 -3.9429 0.2 -0.1 -0.5 -0.130
C 2.9099 -2.8872 6.0889 -0.1 -0.2 -0.3 -0.123
C -4.0027 0.1102 2.1011 2.3 0.8 -3.4 -0.049
C -3.9446 1.5573 1.5661 1.6 -2.1 -1.0 -0.219
C -4.0782 5.3023 -3.7990 0.0 -0.3 0.2 -0.126
C 3.2283 -0.4862 0.8862 -0.4 -0.3 -0.1 -0.067
C 4.7687 -1.5503 6.7217 0.3 -0.2 0.0 -0.148
C 2.9778 0.7838 -2.2156 0.6 -0.6 -0.7 -0.303
C -2.1820 0.7896 -0.4146 -2.4 -1.4 3.5 -0.157
C -5.5444 1.0758 -4.2090 -0.6 0.3 0.2 -0.137
C -2.2499 -0.6637 0.1160 -1.7 1.8 1.7 -0.079
C 5.0460 -4.7854 2.6245 0.0 0.6 -0.2 -0.143
H -3.7591 6.3491 -3.7433 -0.2 -0.1 -0.3 0.082
H -2.9374 1.2102 -4.6553 0.1 0.0 0.0 0.088
H -1.2777 -2.6224 0.4243 -0.3 1.3 -1.3 0.127
H 7.7530 -5.8141 6.1519 -0.1 0.1 0.0 0.081
H -6.6107 1.3146 -4.2659 0.2 0.1 0.0 0.070
H 6.0224 -5.8725 7.6623 0.3 0.0 -0.4 0.088
H -5.6679 2.9622 1.4642 1.3 -0.2 1.2 0.084
H 7.9088 -4.0419 6.2407 0.2 -0.1 0.1 0.078
H 3.9526 0.6119 -1.6182 -1.5 0.6 -0.7 0.102
H 3.0303 1.1650 3.0875 -0.4 1.3 -1.3 0.086
H -5.3489 2.4167 3.1825 1.1 0.5 -1.3 0.075
H 4.5686 -6.5698 4.5228 0.0 -0.1 0.0 0.080
H -1.9599 3.2848 -7.3370 -0.4 -0.3 -0.1 0.087
H 5.9236 -5.4383 2.7084 0.0 -0.2 -0.1 0.072
H 5.3653 -3.8552 2.1449 -0.1 0.0 0.2 0.068
H 4.3239 -5.2522 1.9491 0.0 -0.1 0.2 0.081
H -4.2384 3.7233 2.3222 -0.6 -1.5 0.1 0.074
H 4.3236 -0.1198 0.8743 -1.8 -0.3 0.4 0.092
H -2.6866 2.7937 -3.9178 -0.1 0.1 -0.2 0.047
H 3.2940 -0.9480 -2.8820 -0.8 0.5 -0.2 0.047
H 3.3421 -5.6326 5.3771 0.1 0.1 0.1 0.053
H -2.2942 -2.7829 -2.4568 -0.7 -0.1 1.4 0.075
H -4.8776 5.1511 -3.0663 0.0 0.0 0.1 0.085
H 1.7334 2.4151 2.5201 1.5 -0.6 -0.5 0.075
H -4.7569 3.0585 -8.3643 0.1 -0.1 -0.2 0.077
H -3.0275 4.6962 -7.3626 0.2 0.0 0.0 0.083
H 3.4913 2.4390 1.7498 -1.1 -0.6 1.0 0.080
H -6.1046 6.3386 -5.1053 -0.1 0.0 -0.1 0.077
H 0.1319 -2.7476 -1.7114 -0.5 1.5 0.7 0.085
H 0.6465 -1.4816 -0.5000 -1.1 0.2 -1.3 0.050
H -3.0542 2.9285 -0.0427 0.0 -1.9 0.7 0.098
H -0.2076 -1.0079 -2.1523 0.0 -0.7 1.5 0.072
H -3.6406 -2.4692 -1.1268 1.3 -0.6 -0.7 0.071
H -3.2527 -2.0309 1.7671 0.4 1.9 -0.9 0.101
H -1.2927 3.2352 -1.1101 0.6 -1.5 -0.2 0.074
H 4.3864 -1.3966 7.7359 -0.1 -0.1 -0.1 0.080
H 2.5559 -2.4064 5.1713 -0.1 0.0 0.0 0.082
H 2.4356 -2.3864 6.9402 0.3 0.1 0.0 0.083
H -5.3959 0.5347 -3.2706 0.2 0.1 -0.1 0.082
H 4.5109 -5.0453 7.4355 0.1 0.3 -0.2 0.073
H -2.2095 4.1787 -5.8674 -0.3 0.1 0.0 0.071
H 5.8598 -1.4794 6.7776 0.0 0.0 0.0 0.074
H -3.2066 4.7253 -3.4889 -0.1 -0.2 0.1 0.052
H 3.1132 -1.2796 1.7061 0.2 1.3 -0.9 0.082
H 5.9535 -4.1244 7.9283 -0.1 -0.1 0.1 0.084
H -0.4439 2.6132 -2.6020 -0.5 -0.5 1.7 0.092
H 1.6843 2.3931 -3.0159 0.9 -0.4 1.5 0.074
H -2.4996 -3.9345 -0.9841 -0.2 1.7 -0.8 0.080
H 3.0721 -1.0343 -0.1082 -0.1 1.0 1.4 0.056
H 3.0695 -6.0866 3.7184 0.1 0.2 -0.1 0.087
H -5.6068 5.8206 -6.7229 -0.1 0.0 0.0 0.073
H -5.3052 0.4058 -5.0442 0.1 -0.2 0.1 0.072
H 4.4105 -0.7338 6.0873 0.1 0.0 -0.1 0.074
H -3.2998 1.4856 -2.9476 -0.3 0.0 -0.1 0.071
H -4.6660 -0.1819 2.9743 1.0 0.5 -1.3 0.088
H 7.6686 -4.8517 4.6832 0.0 0.1 0.0 0.075
H -3.4903 1.8144 -8.2163 0.0 0.1 0.1 0.080
H 3.0395 3.0762 -1.9968 -1.1 -1.6 0.4 0.078
H -4.6014 6.9534 -5.8271 0.1 -0.1 0.1 0.078
H 2.5306 -3.9087 6.1164 0.0 0.0 -0.2 0.057
H -5.0623 1.5584 -7.4721 -0.1 0.1 0.1 0.075
```
Forces are in eV/Å.